No. 1
The following is a DFT calculation (the ωB97M-V functional and the def2-TZVPD basis) of the molecule C23H31N3O3.

HOMO energy: -0.33114 Ha
relative energy (zero: lowest compared OMol25 entry of this formula, charge and spin): 189.7 kJ/mol
LUMO: 0.0304 Ha

Cartesian coordinates (Å):
C: -0.231 -2.442 -1.672
C: -0.413 -1.804 -0.308
O: -0.671 -0.410 -0.496
C: -0.328 0.419 0.481
O: 0.115 0.059 1.545
C: -0.570 1.886 0.134
C: -1.899 2.342 0.771
C: -3.139 1.553 0.338
C: -3.441 0.362 1.257
C: -4.570 -0.459 0.705
C: -5.842 -0.397 1.257
C: -6.881 -1.140 0.725
C: -6.662 -1.955 -0.371
C: -5.398 -2.022 -0.933
C: -4.362 -1.279 -0.399
C: 0.581 2.698 0.752
C: 1.943 2.203 0.230
N: 1.761 1.411 -0.962
C: 2.375 0.241 -1.261
O: 2.197 -0.318 -2.334
C: 3.304 -0.339 -0.267
C: 3.134 -0.693 1.088
N: 4.208 -1.298 1.551
N: 5.073 -1.356 0.544
C: 6.385 -1.911 0.735
C: 7.416 -0.817 1.004
C: 4.571 -0.803 -0.573
C: 0.877 2.026 -1.927
C: -0.561 2.112 -1.383
H: -1.136 -2.333 -2.266
H: 0.591 -1.960 -2.196
H: -0.009 -3.499 -1.553
H: -1.259 -2.245 0.234
H: 0.487 -1.917 0.306
H: -2.034 3.396 0.514
H: -1.800 2.278 1.857
H: -4.007 2.217 0.349
H: -3.020 1.195 -0.684
H: -3.699 0.732 2.252
H: -2.551 -0.260 1.356
H: -6.020 0.237 2.115
H: -7.865 -1.083 1.168
H: -7.472 -2.537 -0.787
H: -5.219 -2.657 -1.789
H: -3.377 -1.332 -0.841
H: 0.553 2.600 1.837
H: 0.432 3.750 0.500
H: 2.585 3.064 -0.007
H: 2.446 1.604 0.986
H: 2.277 -0.561 1.718
H: 6.323 -2.586 1.591
H: 6.661 -2.482 -0.156
H: 7.476 -0.133 0.160
H: 8.395 -1.260 1.166
H: 7.136 -0.252 1.890
H: 5.117 -0.763 -1.494
H: 1.262 3.028 -2.150
H: 0.918 1.423 -2.836
H: -1.184 1.367 -1.872
H: -0.977 3.098 -1.599

Atom charges from the natural (NBO) analysis, given in e for atoms 1 to 6:
1 C -0.64
2 C -0.08
3 O -0.54
4 C 0.85
5 O -0.64
6 C -0.14

***

No. 2
The following is a DFT calculation (the ωB97M-V functional and the def2-TZVPD basis) of a structure of composition C27H30BrHfN3O3.

net charge: +2
HOMO energy: -0.49832 Ha
relative energy (zero: lowest compared OMol25 entry of this formula, charge and spin): 0.4 kJ/mol
LUMO: -0.2886 Ha

Cartesian coordinates (Å):
Hf: 1.302 0.797 -1.727
O: 1.176 -2.078 -6.528
C: 1.440 -3.005 -5.589
C: 1.553 -4.355 -5.913
C: 1.828 -5.286 -4.937
C: 1.999 -4.905 -3.602
C: 1.887 -3.577 -3.277
C: 1.604 -2.595 -4.254
C: 1.504 -1.216 -3.833
O: 1.648 -1.004 -2.484
N: 1.250 -0.219 -4.640
N: 1.167 0.953 -3.905
C: 0.917 2.086 -4.445
C: 0.844 3.256 -3.528
C: 0.529 4.516 -3.977
C: 0.464 5.555 -3.047
C: 0.704 5.295 -1.711
C: 1.006 3.998 -1.324
N: 1.080 2.996 -2.211
H: 1.100 -2.509 -7.388
H: 1.425 -4.664 -6.943
H: 1.912 -6.328 -5.216
H: 2.218 -5.638 -2.841
H: 2.020 -3.265 -2.252
H: 0.751 2.187 -5.514
H: 0.343 4.694 -5.027
H: 0.224 6.558 -3.374
H: 0.661 6.074 -0.963
H: 1.195 3.744 -0.288
C: -4.720 -0.734 2.641
C: -3.440 -0.582 3.460
C: -3.152 -1.906 4.178
C: -3.642 0.535 4.492
C: -2.243 -0.229 2.575
C: -2.359 -0.083 1.188
C: -1.208 0.229 0.517
Br: -1.312 0.420 -1.419
C: 0.048 0.405 1.084
O: 1.041 0.708 0.173
C: 0.192 0.262 2.453
C: -0.988 -0.051 3.145
C: 1.492 0.408 3.255
C: 1.313 1.541 4.275
C: 2.714 0.732 2.395
C: 1.769 -0.913 3.987
H: -5.546 -0.982 3.307
H: -4.645 -1.540 1.908
H: -4.990 0.189 2.123
H: -4.009 -2.190 4.789
H: -2.289 -1.832 4.842
H: -2.965 -2.712 3.466
H: -4.509 0.312 5.114
H: -3.814 1.497 4.008
H: -2.783 0.636 5.156
H: -3.301 -0.214 0.678
H: -0.909 -0.166 4.216
H: 1.111 2.493 3.779
H: 2.225 1.653 4.862
H: 0.497 1.346 4.970
H: 2.618 1.690 1.881
H: 2.922 -0.047 1.660
H: 3.581 0.800 3.051
H: 0.968 -1.181 4.675
H: 2.685 -0.821 4.572
H: 1.899 -1.736 3.283

Atom charges from the natural (NBO) analysis, given in e for atoms 1 to 6:
1 Hf 2.48
2 O -0.64
3 C 0.47
4 C -0.32
5 C -0.10
6 C -0.25

***

No. 3
The following is a DFT calculation (the ωB97M-V functional and the def2-TZVPD basis) of a structure of composition C24H31B4Cl60FIO6P.

HOMO energy: -0.32869 Ha
LUMO: -0.0271 Ha

Cartesian coordinates (Å):
C: 3.753 -2.542 -1.795
C: 3.033 -1.389 -2.513
O: 1.996 -1.935 -3.345
B: 1.077 -0.998 -3.786
O: 1.435 -0.035 -4.723
B: -0.505 -0.980 -3.138
O: -1.525 -1.806 -3.639
B: -2.824 -1.458 -3.327
C: -4.068 -2.380 -3.628
C: -3.809 -3.833 -3.208
F: -5.154 -1.898 -2.839
O: -3.015 -0.245 -2.662
B: -2.082 -0.224 -1.652
P: -2.681 -0.410 0.196
O: -1.495 0.340 1.092
I: -2.195 -2.773 0.487
O: -0.755 -0.138 -2.055
H: 3.372 -3.488 -2.186
H: 4.831 -2.518 -1.960
H: 3.543 -2.533 -0.723
H: 2.636 -0.708 -1.753
H: 3.773 -0.871 -3.129
H: 2.181 0.501 -4.415
H: -4.378 -2.309 -4.673
H: -4.212 -3.981 -2.206
H: -4.372 -4.504 -3.865
H: -2.740 -4.045 -3.248
H: -1.673 1.293 1.036
C: -7.480 -1.426 -4.821
Cl: -9.152 -1.419 -4.247
Cl: -7.249 -2.674 -6.048
Cl: -7.033 0.153 -5.461
H: -6.835 -1.653 -3.981
C: 5.890 1.686 -1.270
Cl: 4.410 1.566 -2.230
Cl: 6.278 3.359 -0.902
Cl: 5.706 0.740 0.205
H: 6.704 1.267 -1.848
C: -1.771 -1.858 5.066
Cl: -3.085 -2.257 6.179
Cl: -0.702 -0.647 5.775
Cl: -0.872 -3.304 4.618
H: -2.207 -1.438 4.168
C: 3.164 0.885 3.031
Cl: 1.798 0.451 4.048
Cl: 4.148 2.132 3.800
Cl: 4.177 -0.512 2.664
H: 2.783 1.279 2.097
C: 4.015 -0.183 7.869
Cl: 5.057 -0.864 6.624
Cl: 4.278 1.560 8.013
Cl: 2.321 -0.538 7.541
H: 4.274 -0.635 8.818
C: 9.713 -0.934 0.244
Cl: 9.240 -0.229 -1.308
Cl: 10.815 0.139 1.103
Cl: 8.297 -1.287 1.230
H: 10.228 -1.865 0.044
C: 3.717 6.864 -1.401
Cl: 5.471 6.916 -1.584
Cl: 3.108 5.225 -1.632
Cl: 3.235 7.493 0.174
H: 3.282 7.496 -2.164
C: 5.267 4.289 7.066
Cl: 5.118 4.759 5.367
Cl: 6.786 3.447 7.358
Cl: 5.112 5.705 8.114
H: 4.453 3.607 7.305
C: -3.367 -2.567 -8.054
Cl: -4.825 -2.744 -9.020
Cl: -3.184 -0.902 -7.499
Cl: -3.371 -3.675 -6.679
H: -2.514 -2.804 -8.676
C: -7.508 -4.792 -11.729
Cl: -7.987 -4.267 -13.343
Cl: -5.797 -5.227 -11.700
Cl: -7.856 -3.541 -10.537
H: -8.083 -5.672 -11.474
C: 4.373 9.604 8.699
Cl: 5.962 10.339 8.493
Cl: 4.304 8.664 10.190
Cl: 3.105 10.830 8.671
H: 4.205 8.928 7.870
C: -2.516 0.073 9.429
Cl: -0.973 0.760 8.928
Cl: -2.331 -0.876 10.902
Cl: -3.720 1.345 9.647
H: -2.859 -0.586 8.641
C: -6.451 3.666 7.929
Cl: -6.665 5.390 8.232
Cl: -7.994 2.896 7.563
Cl: -5.289 3.395 6.631
H: -6.057 3.214 8.831
C: -4.882 -2.685 -13.675
Cl: -3.228 -3.262 -13.461
Cl: -5.033 -1.005 -13.162
Cl: -5.405 -2.885 -15.347
H: -5.529 -3.288 -13.047
C: -9.747 -5.508 -4.236
Cl: -9.824 -5.529 -2.475
Cl: -8.086 -5.706 -4.792
Cl: -10.794 -6.750 -4.925
H: -10.098 -4.542 -4.577
C: -4.721 1.900 -9.589
Cl: -3.921 3.454 -9.335
Cl: -5.670 1.427 -8.189
Cl: -5.733 1.931 -11.031
H: -3.955 1.148 -9.735
C: 9.938 0.965 8.947
Cl: 9.810 1.693 7.347
Cl: 11.081 1.852 9.954
Cl: 8.354 0.881 9.722
H: 10.308 -0.045 8.828
C: 0.898 4.270 9.133
Cl: 2.455 4.877 8.545
Cl: 1.112 3.389 10.645
Cl: -0.253 5.591 9.330
H: 0.497 3.583 8.397
C: -3.736 -7.998 -2.273
Cl: -3.376 -6.507 -1.400
Cl: -3.865 -9.365 -1.168
Cl: -5.213 -7.797 -3.209
H: -2.921 -8.194 -2.958
C: 8.747 2.306 2.890
Cl: 7.426 3.032 3.806
Cl: 9.178 3.307 1.504
Cl: 10.149 2.045 3.930
H: 8.416 1.343 2.520

Atom charges from the Löwdin analysis, given in e for atoms 1 to 6:
1 C -0.05
2 C -0.27
3 O 0.05
4 B -0.43
5 O 0.16
6 B -0.33

***

no.,gap between HOMO and LUMO (eV)
1,9.8
2,5.7
3,8.2